1) A molecular structure, C39H38IN8O5PtS. Source: OMol25; level of theory: the ωB97M-V functional and the def2-TZVPD basis.

The value obtained for the lowest unoccupied orbital energy (spin up / spin down) is 2.3934 / 2.3702 eV. For the orbital gap (spin up / spin down), the calculation gives 5.8 / 7.6 eV. The total charge is -1. As for the spin multiplicity: 3.

Element x y z (Å)
Pt1 0.09657 0.97593 -0.80638
N1 -3.55768 -1.17835 6.61943
C1 -3.23276 -1.36246 5.27391
C2 -4.05606 -0.85297 4.26851
C3 -3.71638 -1.00316 2.93671
C4 -2.53217 -1.64188 2.59105
C5 -1.71289 -2.15931 3.58324
C6 -2.06523 -2.03272 4.91557
S1 -2.07184 -1.88100 0.89141
O1 -3.20779 -2.48405 0.23790
O2 -0.83509 -2.62799 0.92949
N2 -1.70172 -0.43909 0.29517
C7 -2.58486 0.54491 0.11663
N3 -3.89902 0.48075 0.38733
C8 -4.61845 1.55139 0.09626
C9 -4.09582 2.71874 -0.44444
C10 -2.72698 2.72617 -0.64774
N4 -1.98386 1.67721 -0.36089
H1 -4.53170 -0.99601 6.80067
H2 -3.16989 -1.86400 7.24779
H3 -4.97801 -0.34975 4.53761
H4 -4.36192 -0.63417 2.15045
H5 -0.82228 -2.69683 3.29438
H6 -1.44033 -2.47733 5.68243
H7 -5.68005 1.47430 0.31234
H8 -4.71095 3.57337 -0.67844
H9 -2.19716 3.58944 -1.03918
C11 -3.34871 -3.35270 -3.26101
C12 -3.13818 -1.86258 -3.27754
C13 -4.22365 -1.02505 -3.50018
C14 -4.05904 0.35112 -3.51279
C15 -2.79989 0.88614 -3.32414
C16 -1.69095 0.07227 -3.07387
N5 0.68892 0.08259 -3.72051
C17 1.49827 1.05504 -4.38579
C18 1.00726 1.72177 -5.50679
C19 1.73643 2.73136 -6.10752
C20 2.96911 3.10275 -5.58198
C21 3.47166 2.42710 -4.48698
C22 2.75876 1.38931 -3.89143
C23 3.46188 0.62452 -2.80058
O3 4.57924 0.92353 -2.44300
O4 2.85767 -0.46666 -2.34191
C24 -1.86710 -1.31998 -3.04021
C25 -0.72260 -2.24602 -2.71810
H10 -4.31966 -3.60504 -3.68842
H11 -3.31306 -3.72467 -2.23587
H12 -2.57839 -3.87370 -3.83151
H13 -5.20365 -1.45784 -3.66330
H14 -4.90521 1.00452 -3.68627
H15 -2.65634 1.96005 -3.36019
H16 2.00943 -0.60025 -2.86297
H17 0.02600 1.45218 -5.88188
H18 1.33208 3.24352 -6.97143
H19 3.53426 3.90916 -6.02995
H20 4.43915 2.66882 -4.07004
H21 0.03750 -1.73403 -2.12939
H22 -0.24439 -2.64642 -3.61827
H23 -1.06926 -3.08958 -2.12625
C26 6.27680 1.47991 0.44618
C27 5.44211 0.46678 1.17740
C28 4.97261 -0.67369 0.53158
C29 4.13424 -1.56533 1.17457
C30 3.75184 -1.34486 2.49290
N6 2.87290 -2.28221 3.08888
C31 2.06373 -2.15345 4.18122
O5 1.79722 -3.10116 4.90338
N7 1.53581 -0.90810 4.45867
C32 1.09613 0.12121 3.60768
C33 0.64219 1.28746 4.20803
C34 0.18028 2.32081 3.41777
C35 0.19546 2.16514 2.04397
N8 0.61365 1.03931 1.46592
C36 1.03841 0.03091 2.21875
C37 4.23924 -0.23196 3.16401
C38 5.06708 0.66150 2.50023
H24 6.89838 1.00325 -0.30990
H25 6.91933 2.03098 1.13412
H26 5.63122 2.18939 -0.07165
H27 5.22142 -0.83344 -0.50834
H28 3.73021 -2.41554 0.63804
H29 3.00915 -3.24715 2.82678
H30 1.08515 -0.91591 5.36126
H31 0.65313 1.37568 5.28802
H32 -0.18028 3.24040 3.85610
H33 -0.12322 2.95667 1.37992
H34 1.31057 -0.87221 1.69339
H35 3.96871 -0.05063 4.19452
H36 5.41838 1.54053 3.02823
I1 1.27945 3.41550 -1.13131
C39 -0.37002 0.74404 -2.87450
H37 0.20961 -0.48068 -4.41585
H38 -0.45410 1.77449 -3.23112

2) A molecular structure, C39H38IN8O5PtS. Source: OMol25; level of theory: the ωB97M-V functional and the def2-TZVPD basis.

The value obtained for the lowest unoccupied orbital energy (spin up / spin down) is 2.3967 / 2.3810 eV. For the orbital gap (spin up / spin down), the calculation gives 5.8 / 7.5 eV. The total charge is -1. As for the spin multiplicity: 3.

Element x y z (Å)
Pt1 0.55842 -0.66867 -0.98166
N1 0.03553 -1.67060 7.34132
C1 0.33999 -0.90213 6.21298
C2 1.64720 -0.84009 5.72638
C3 1.93751 -0.14050 4.56750
C4 0.91599 0.48997 3.86205
C5 -0.38154 0.45803 4.35784
C6 -0.66526 -0.22035 5.53100
S1 1.19374 1.34555 2.31825
O1 2.30383 2.24665 2.50275
O2 -0.08455 1.93943 2.00176
N2 1.44818 0.25577 1.15135
C7 2.56685 -0.48723 1.02857
N3 3.65390 -0.42046 1.82657
C8 4.68170 -1.19425 1.51824
C9 4.70267 -2.05541 0.43133
C10 3.54237 -2.10010 -0.32018
N4 2.48918 -1.36645 -0.02237
H1 0.81229 -1.88421 7.94176
H2 -0.79323 -1.39931 7.84085
H3 2.44125 -1.34458 6.26798
H4 2.94781 -0.07577 4.18917
H5 -1.15300 0.99584 3.82050
H6 -1.67694 -0.22043 5.92843
H7 5.53886 -1.12392 2.18537
H8 5.56116 -2.66694 0.19296
H9 3.43795 -2.75425 -1.18094
C11 3.66403 4.37407 0.11563
C12 3.77389 3.06810 -0.63416
C13 5.02348 2.49024 -0.81883
C14 5.14325 1.28419 -1.49430
C15 4.01576 0.67908 -2.01886
C16 2.74043 1.23057 -1.84700
N5 0.71646 1.48793 -3.23247
C17 0.28812 0.96966 -4.49121
C18 1.13165 1.05157 -5.59918
C19 0.78990 0.45765 -6.80118
C20 -0.42213 -0.21199 -6.92103
C21 -1.29028 -0.23830 -5.84636
C22 -0.95776 0.35863 -4.63194
C23 -2.03306 0.40352 -3.58366
O3 -3.13753 -0.03393 -3.77591
O4 -1.72992 1.03421 -2.44686
C24 2.62028 2.43310 -1.12121
C25 1.27001 3.01965 -0.78081
H10 4.63922 4.85668 0.19143
H11 3.28182 4.19313 1.12446
H12 2.97996 5.06275 -0.38453
H13 5.90467 2.97976 -0.41664
H14 6.11749 0.82649 -1.63714
H15 4.10688 -0.24841 -2.57661
H16 -0.80596 1.41343 -2.54445
H17 2.08771 1.55076 -5.48562
H18 1.48868 0.48457 -7.62943
H19 -0.68506 -0.70747 -7.84761
H20 -2.25552 -0.72398 -5.91022
H21 0.50230 2.24931 -0.79026
H22 0.96638 3.81586 -1.46965
H23 1.28325 3.43897 0.22353
C26 -5.00135 -1.88089 -3.23283
C27 -4.84986 -1.22409 -1.88554
C28 -4.57220 0.13567 -1.78513
C29 -4.38134 0.73729 -0.55606
C30 -4.47520 -0.00474 0.61569
N6 -4.31564 0.68950 1.84228
C31 -4.10249 0.22427 3.11066
O5 -4.48329 0.83833 4.09755
N7 -3.42634 -0.97306 3.25856
C32 -2.41271 -1.57130 2.48060
C33 -1.95169 -2.81798 2.87797
C34 -0.93690 -3.42616 2.16588
C35 -0.42433 -2.77912 1.05471
N8 -0.86523 -1.57853 0.67089
C36 -1.81838 -0.97297 1.37292
C37 -4.76274 -1.36054 0.53451
C38 -4.93972 -1.95424 -0.70818
H24 -5.42161 -1.18573 -3.96102
H25 -5.64239 -2.76250 -3.17589
H26 -4.01798 -2.18615 -3.60160
H27 -4.46825 0.72295 -2.68844
H28 -4.13361 1.79245 -0.49695
H29 -4.60735 1.65094 1.83503
H30 -3.45969 -1.28047 4.21548
H31 -2.38115 -3.29806 3.75254
H32 -0.55039 -4.39344 2.45912
H33 0.35007 -3.22998 0.44943
H34 -2.09126 0.02236 1.04815
H35 -4.85280 -1.95790 1.43132
H36 -5.14847 -3.01763 -0.75727
I1 0.11279 -2.81791 -2.56609
C39 1.58623 0.51511 -2.46803
H37 1.26851 2.32684 -3.37591
H38 1.95651 -0.22767 -3.17202

What should be chosen as the least stable of them? Choose 2).

1) 7 unconnected molecules or ions with the total composition H12NO9. Source: OMol25; level of theory: the ωB97M-V functional and the def2-TZVPD basis.

The value obtained for the lowest unoccupied orbital energy is 3.0244 eV. For the orbital gap, the calculation gives 9.6 eV. The total charge is -1.

Element x y z (Å)
N1 0.21136 1.54395 0.40505
O1 -0.19764 0.85695 1.42105
O2 1.34436 1.33095 0.00105
O3 -0.64364 1.69195 -0.49895
O4 0.40036 1.19295 -2.78495
H1 0.12436 1.62095 -1.99195
H2 0.02736 1.72195 -3.49895
O5 3.19736 -0.63805 0.43705
H3 2.61536 0.06795 0.11205
H4 2.59636 -1.23505 0.92605
O6 0.60836 -1.52005 -1.21895
H5 -0.02964 -1.38005 -1.91595
H6 0.76436 -0.71805 -0.77095
O7 0.82536 -0.67405 3.59605
H7 0.57536 0.07695 3.01905
H8 1.69436 -0.48105 3.91805
O8 -3.62564 0.31795 -1.12295
H9 -2.80964 0.32095 -0.63095
H10 -3.70664 -0.60705 -1.37295
O9 -1.66264 -1.37505 0.81605
H11 -1.30864 -0.46705 0.98805
H12 -1.00064 -1.64805 0.16805

2) 7 unconnected molecules or ions with the total composition H12NO9. Source: OMol25; level of theory: the ωB97M-V functional and the def2-TZVPD basis.

The value obtained for the lowest unoccupied orbital energy is 3.4085 eV. For the orbital gap, the calculation gives 9.7 eV. The total charge is -1.

Element x y z (Å)
N1 41.00800 36.27300 14.98200
O1 39.79000 36.13800 15.35200
O2 41.84200 36.74500 15.68100
O3 41.40000 35.68600 13.95400
O4 40.90900 33.03000 12.71000
H1 40.98300 33.85700 13.16200
H2 39.97400 32.61800 12.76900
O5 36.88400 35.32700 16.47100
H3 36.93800 34.29000 16.34900
H4 37.77900 35.54600 16.73100
O6 42.36500 39.53100 15.16400
H5 42.56300 38.60000 15.64700
H6 41.95100 39.72600 14.35000
O7 43.09100 37.06400 12.33900
H7 42.33500 36.71200 12.62200
H8 43.17100 37.36800 11.40200
O8 38.95500 37.61100 17.43400
H9 39.40800 37.51400 16.65600
H10 39.01800 38.63100 17.33300
O9 37.78300 35.44900 13.36100
H11 38.53900 35.32900 12.90300
H12 38.29700 35.39900 14.14700

What should be chosen as the least stable of them? Choose 2).

1) C11H10N2O in the gas phase. Source: OMol25; level of theory: the ωB97M-V functional and the def2-TZVPD basis.

The value obtained for the lowest unoccupied orbital energy is -0.7749 eV. For the orbital gap, the calculation gives 7.7 eV. The total charge is 0. The SMILES is c1cnc2cc(C[C@H]3CO3)ccc2n1.

Element x y z (Å)
C1 3.44985 -2.35371 1.10638
C2 2.64136 -2.95089 -0.07806
N1 1.56560 -2.29949 -0.74844
C3 1.33081 -1.00552 -0.16565
C4 0.12617 -0.17032 -0.77127
C5 -0.29809 1.22931 -0.28711
C6 -1.56526 1.94200 -0.95418
C7 -2.94335 1.24443 -0.17727
C8 -3.82548 0.19856 -1.16703
O1 -2.87018 -0.24885 0.05260
C9 0.57340 1.87433 0.87517
C10 1.74394 1.06717 1.46676
C11 2.15861 -0.38916 0.98848
N2 3.24611 -1.05306 1.65356
H1 4.28302 -2.99290 1.57802
H2 2.92945 -4.00047 -0.44556
H3 -0.49272 -0.64988 -1.61548
H4 -1.64907 3.05833 -0.73136
H5 -1.72371 1.69285 -2.05512
H6 -3.56032 1.93363 0.59047
H7 -3.08722 -0.13627 -1.96815
H8 -4.63687 -0.46284 -0.71623
H9 0.27252 2.91360 1.24318
H10 2.33142 1.55912 2.32629

2) C11H10N2O in the gas phase. Source: OMol25; level of theory: the ωB97M-V functional and the def2-TZVPD basis.

The value obtained for the lowest unoccupied orbital energy is 0.4426 eV. For the orbital gap, the calculation gives 9.0 eV. The total charge is 0. The SMILES is C=C1OC=C[C@H]1N=C=C(C#N)/C=C/C.

Element x y z (Å)
C1 -1.33128 0.58924 -1.14303
C2 -2.51729 0.18100 -0.67084
O1 -3.60062 -0.23416 -1.33925
C3 -4.52583 -0.63072 -0.43944
C4 -4.27819 -0.36469 0.84626
C5 -2.81736 0.03722 0.87938
N1 -1.89974 -0.75585 1.64570
C6 -0.83152 -1.02475 1.17091
C7 0.28644 -1.34896 0.58296
C8 0.27633 -2.54852 -0.15266
N2 0.16559 -3.57693 -0.72864
C9 1.53304 -0.60064 0.72604
C10 2.40514 -0.56249 -0.28970
C11 3.59449 0.25228 -0.25091
H1 -0.65529 1.06451 -0.44258
H2 -1.02228 0.54711 -2.23451
H3 -5.25499 -1.31873 -0.86922
H4 -4.79907 -0.52938 1.76270
H5 -2.74288 1.03826 1.39060
H6 1.88281 -0.08443 1.57445
H7 2.10240 -0.94769 -1.21672
H8 4.60366 -0.14855 0.17236
H9 3.92905 0.52028 -1.29380
H10 3.47328 1.11081 0.35068

What should be chosen as the least stable of them? Choose 1).

1) 4 unconnected molecules or ions with the total composition CH11N2O3. Source: OMol25; level of theory: the ωB97M-V functional and the def2-TZVPD basis.

The value obtained for the lowest unoccupied orbital energy is -3.7892 eV. For the orbital gap, the calculation gives 11.2 eV. The total charge is +1.

Element x y z (Å)
N1 -0.04403 -0.57511 -0.28197
C1 0.00530 -1.49268 -1.22633
N2 1.17907 -1.72124 -1.77760
H1 0.51572 0.24880 -0.42028
H2 -0.86944 -0.34950 0.33723
H3 -0.90037 -1.75323 -1.76881
H4 1.20740 -2.23374 -2.64176
H5 2.03953 -1.67940 -1.24114
H6 -2.58205 -0.28170 1.84687
H7 -2.32375 0.99556 1.05571
O1 -2.30669 0.03111 0.98001
H8 4.20616 -1.14490 0.78512
H9 3.18105 -0.04919 0.91751
O2 3.52466 -0.66490 0.28458
H10 -1.96261 3.58526 1.79539
H11 -2.66308 3.87863 0.41334
O3 -2.20688 3.20623 0.94215

2) 4 unconnected molecules or ions with the total composition CH11N2O3. Source: OMol25; level of theory: the ωB97M-V functional and the def2-TZVPD basis.

The value obtained for the lowest unoccupied orbital energy is -3.1110 eV. For the orbital gap, the calculation gives 11.8 eV. The total charge is +1.

Element x y z (Å)
N1 -0.78810 -0.73442 -0.69575
C1 -0.46361 0.37961 -1.32083
N2 0.45478 1.20648 -0.86354
H1 -0.55175 -0.87063 0.27535
H2 -1.36215 -1.41689 -1.22526
H3 -0.77609 0.49775 -2.33703
H4 1.08954 1.53688 -1.58963
H5 0.91421 1.01869 0.03426
H6 -3.15871 -2.84911 -1.22883
H7 -1.89454 -3.65739 -1.81314
O1 -2.34352 -2.81327 -1.73038
H8 2.04331 -0.84439 1.51879
H9 1.67376 0.56649 1.89439
O2 1.33021 -0.20356 1.39289
H10 1.95717 2.34626 3.37082
H11 1.79468 3.10090 2.01360
O3 1.49237 2.34736 2.52697

What should be chosen as the least stable of them? Choose 1).